[1]
DFT (the ωB97M-V functional and the def2-TZVPD basis) results for C47H51BInN8O10S as an isolated structure.

Positions of all 119 atoms, in Å:
In -0.362 -0.243 -0.531
O 1.296 -0.123 2.444
N 0.170 -0.305 2.155
C 2.689 1.876 -5.196
C 2.879 0.374 -4.989
C 3.196 -0.011 -3.543
C 3.351 -1.558 -3.455
C 3.988 -2.097 -2.177
C 4.510 0.617 -3.112
O 5.486 0.719 -3.822
N 4.549 1.048 -1.798
C 3.450 1.041 -0.959
O 3.699 1.405 0.277
N 2.269 0.742 -1.307
C 2.026 0.380 -2.630
O 0.887 0.356 -3.030
H 2.454 2.093 -6.239
H 3.601 2.424 -4.939
H 1.866 2.250 -4.584
H 3.692 0.012 -5.618
H 1.961 -0.148 -5.261
H 3.949 -1.861 -4.317
H 2.348 -1.980 -3.548
H 5.036 -1.797 -2.087
H 3.956 -3.186 -2.191
H 3.447 -1.769 -1.287
H 5.415 1.419 -1.442
O 0.206 2.604 2.222
B 0.494 2.959 0.914
O -0.567 3.635 0.308
C -1.546 3.678 1.281
C -2.791 4.248 1.213
C -3.585 4.151 2.360
C -3.126 3.507 3.503
C -1.847 2.947 3.557
C -1.083 3.055 2.425
H -3.140 4.728 0.309
H -4.576 4.586 2.353
H -3.772 3.433 4.369
H -1.473 2.444 4.439
C -4.988 -0.621 2.249
C -4.847 0.685 1.456
C -5.742 1.778 2.048
C -5.187 0.446 -0.023
C -3.436 1.116 1.531
N -2.315 1.355 1.531
H -6.006 -1.003 2.141
H -4.786 -0.454 3.310
H -4.285 -1.365 1.875
H -6.785 1.461 1.979
H -5.623 2.714 1.499
H -5.498 1.962 3.097
H -6.244 0.183 -0.113
H -4.579 -0.360 -0.438
H -4.985 1.338 -0.617
C 1.656 -4.557 -1.235
C 0.882 -3.292 -0.868
O 0.638 -2.472 -1.797
O 0.566 -3.177 0.344
H 1.677 -4.714 -2.314
H 1.211 -5.417 -0.734
H 2.680 -4.456 -0.863
O -2.171 -1.594 1.152
C -1.445 -2.163 1.925
N -1.621 -3.421 2.433
C -0.542 -3.824 3.317
C 0.405 -2.606 3.251
O 1.461 -2.521 3.807
N -0.295 -1.624 2.543
C -1.010 -3.888 4.787
C -0.157 -4.408 5.759
C -0.553 -4.459 7.085
C -1.808 -3.989 7.459
C -2.650 -3.453 6.498
C -2.251 -3.399 5.166
C 0.075 -5.147 2.891
C -0.738 -6.276 2.924
C -0.234 -7.520 2.582
C 1.100 -7.649 2.216
C 1.912 -6.526 2.178
C 1.405 -5.276 2.513
H -2.071 -4.087 1.828
H 0.827 -4.758 5.468
H 0.119 -4.866 7.830
H -2.121 -4.030 8.495
H -3.623 -3.069 6.781
H -2.907 -2.972 4.419
H -1.776 -6.181 3.230
H -0.878 -8.391 2.609
H 1.501 -8.621 1.958
H 2.950 -6.617 1.884
H 2.039 -4.403 2.472
C 3.383 5.147 -2.122
C 3.060 4.221 -1.000
C 3.811 3.817 0.038
C 3.064 2.741 0.753
N 1.748 2.901 0.250
N 1.849 3.565 -0.995
C 3.196 2.591 2.244
H 4.361 5.598 -1.966
H 2.637 5.941 -2.201
H 3.394 4.602 -3.067
H 4.842 4.066 0.237
H 0.989 3.977 -1.324
H 2.921 3.527 2.730
H 4.230 2.347 2.478
H 2.554 1.788 2.599
S -2.290 1.307 -1.951
C -3.362 0.122 -2.679
C -4.583 0.527 -3.247
C -5.484 -0.389 -3.771
C -5.202 -1.751 -3.758
C -3.985 -2.170 -3.233
C -3.080 -1.257 -2.713
H -4.814 1.587 -3.262
H -6.421 -0.037 -4.191
H -5.913 -2.468 -4.149
H -3.733 -3.225 -3.231
H -2.130 -1.614 -2.332

Forces on atoms 1 to 2 (eV/Å):
In -0.2 0.0 -0.5
O 0.9 0.0 0.3

Frontier orbital gap, hartree: 0.210
Net charge: -1
Strongest force on any atom, Eh/bohr: 0.045

---

[2]
DFT (the ωB97M-V functional and the def2-TZVPD basis) results for a 6-piece molecular cluster, C45H44BrF4I2N2O13 overall.

Positions of all 111 atoms, in Å:
C 4.251 2.464 0.856
C 3.029 2.146 1.829
I 3.639 1.716 3.934
C 1.716 1.377 1.312
I 1.040 2.905 -0.180
C 1.566 -0.118 0.843
C 2.247 -1.015 2.035
C 3.765 -1.232 2.237
F 4.756 -0.432 1.628
N 0.055 -0.505 0.956
C -1.079 0.422 1.193
C -2.105 1.129 0.224
O -2.251 2.586 0.392
C -2.166 0.922 -1.356
F -3.144 1.906 -1.787
F -2.877 -0.285 -1.673
F -1.074 1.207 -2.140
C -0.393 -1.579 -0.017
C 0.111 -1.557 -1.498
O 1.207 -0.653 -1.655
C 2.161 -0.662 -0.535
Br 2.715 -2.647 -0.512
C 3.434 -0.027 -1.240
C 3.187 0.956 -2.496
C 4.674 1.368 -3.018
N 5.848 0.489 -2.992
O 4.851 2.544 -3.438
H 4.566 3.568 0.998
H 4.014 2.395 -0.260
H 5.220 1.894 1.094
H 2.605 3.215 2.044
H 1.112 1.510 2.301
H 1.817 -0.510 2.989
H 1.794 -2.080 2.098
H 3.973 -1.189 3.375
H 4.055 -2.324 1.992
H 0.045 -1.048 1.861
H -0.954 1.172 2.068
H -1.831 -0.277 1.766
H -3.203 0.833 0.494
H -1.748 2.896 1.168
H -1.546 -1.584 0.029
H -0.116 -2.616 0.425
H -0.653 -1.233 -2.304
H 0.286 -2.648 -1.842
H 4.280 0.350 -0.597
H 3.979 -0.871 -1.822
H 2.694 1.942 -2.281
H 2.701 0.460 -3.396
H 5.596 -0.490 -3.174
H 6.298 0.621 -2.077
C -4.667 -2.609 -3.229
C -5.858 -2.011 -3.210
C -7.043 -2.645 -3.827
O -8.129 -2.099 -3.811
C -6.856 -3.967 -4.462
C -5.664 -4.564 -4.481
C -4.479 -3.930 -3.864
O -3.391 -4.475 -3.878
H -3.788 -2.159 -2.783
H -6.012 -1.043 -2.748
H -7.734 -4.416 -4.908
H -5.509 -5.531 -4.942
C 7.389 2.482 4.517
C 8.004 2.912 5.619
C 9.047 3.959 5.557
O 9.609 4.349 6.561
C 9.380 4.511 4.226
C 8.765 4.080 3.124
C 7.722 3.034 3.187
O 7.159 2.642 2.181
H 6.624 1.717 4.544
H 7.771 2.519 6.602
H 10.145 5.276 4.199
H 8.997 4.473 2.142
C -2.685 5.144 -3.375
C -3.572 4.418 -4.050
C -4.583 5.055 -4.919
O -5.396 4.392 -5.534
C -4.569 6.532 -5.010
C -3.679 7.259 -4.332
C -2.668 6.619 -3.464
O -1.854 7.279 -2.846
H -1.940 4.690 -2.735
H -3.594 3.336 -3.994
H -5.316 6.983 -5.651
H -3.655 8.340 -4.387
C -5.716 -0.740 1.719
C -6.954 -1.204 1.542
C -7.948 -1.172 2.637
O -9.074 -1.595 2.477
C -7.517 -0.605 3.933
C -6.279 -0.142 4.109
C -5.286 -0.174 3.015
O -4.153 0.252 3.176
H -4.975 -0.757 0.929
H -7.286 -1.621 0.599
H -8.257 -0.588 4.722
H -5.947 0.276 5.051
C 0.882 -5.996 -0.278
C 1.050 -7.311 -0.417
C 0.788 -8.241 0.703
O 0.943 -9.438 0.578
C 0.330 -7.655 1.982
C 0.162 -6.339 2.119
C 0.424 -5.412 1.000
O 0.268 -4.205 1.125
H 1.069 -5.301 -1.087
H 1.384 -7.756 -1.347
H 0.142 -8.349 2.791
H -0.172 -5.893 3.048

Forces on atoms 1 to 2 (eV/Å):
C 1.3 0.7 0.1
C 0.1 2.1 -0.8

Frontier orbital gap, hartree: 0.272
Net charge: +1
Strongest force on any atom, Eh/bohr: 0.097

---

[3]
DFT (the ωB97M-V functional and the def2-TZVPD basis) results for C34H33N3O7S2 as an isolated structure.

Positions of all 79 atoms, in Å:
O 3.145 -3.947 2.579
C 2.741 -3.867 1.464
O 3.502 -3.688 0.367
C 4.471 -2.626 0.457
C 4.198 -1.467 -0.554
C 3.417 -2.008 -1.731
C 1.969 -2.007 -1.736
C 1.246 -1.381 -0.565
C 1.078 0.143 -0.585
O -0.012 0.593 -0.328
C 2.177 1.126 -0.842
C 3.002 1.154 -1.961
C 3.948 2.150 -2.074
C 4.085 3.142 -1.117
C 3.264 3.121 0.002
C 2.327 2.110 0.119
C 1.286 -2.584 -2.772
C -0.216 -2.748 -2.932
C -1.103 -1.503 -2.682
C -2.202 -1.655 -1.659
C -2.707 -2.876 -1.242
C -3.721 -2.977 -0.301
C -4.269 -1.836 0.261
C -3.788 -0.609 -0.166
C -2.784 -0.520 -1.108
C 2.071 -3.114 -3.842
N 1.588 -3.695 -4.947
S 2.803 -4.130 -5.873
N 4.055 -3.611 -4.967
C 3.494 -3.095 -3.888
C 4.138 -2.527 -2.753
N 5.600 -2.532 -2.731
C 6.072 -3.656 -2.663
S 6.684 -5.082 -2.654
H 1.666 -3.947 1.258
H 5.428 -3.073 0.193
H 4.570 -2.252 1.472
H 5.173 -1.114 -0.866
H 3.640 -0.711 -0.017
H 1.769 -1.628 0.360
H 0.255 -1.812 -0.475
H 2.908 0.403 -2.732
H 4.617 2.182 -2.924
H 4.808 3.938 -1.211
H 3.331 3.851 0.795
H 1.684 2.099 0.989
H -0.497 -3.602 -2.317
H -0.378 -3.068 -3.955
H -0.468 -0.648 -2.488
H -1.599 -1.289 -3.631
H -2.315 -3.801 -1.640
H -4.080 -3.957 -0.023
H -5.045 -1.937 1.005
H -4.209 0.288 0.269
H -2.452 0.468 -1.390
O 1.311 4.382 2.952
C 0.181 4.254 2.573
O -0.315 3.066 2.155
C -1.652 3.239 1.652
C -2.160 4.512 2.303
C -0.877 5.332 2.440
H -1.602 3.312 0.563
H -2.248 2.369 1.918
H -2.941 5.005 1.730
H -2.557 4.290 3.285
H -0.667 5.921 1.546
H -0.882 5.974 3.317
O -5.506 4.360 2.584
C -5.382 3.282 3.083
O -4.249 2.895 3.727
C -4.357 1.513 4.122
C -5.850 1.226 4.171
C -6.386 2.145 3.076
H -3.838 0.900 3.381
H -3.873 1.382 5.087
H -6.088 0.174 4.025
H -6.255 1.531 5.136
H -6.366 1.669 2.094
H -7.384 2.514 3.291

Forces on atoms 1 to 2 (eV/Å):
O 0.4 0.3 0.5
C -0.3 -0.4 0.2

Frontier orbital gap, hartree: 0.298
Strongest force on any atom, Eh/bohr: 0.035

---

[4]
DFT (the ωB97M-V functional and the def2-TZVPD basis) results for a 2-piece molecular cluster, C3H7O3 overall.

Positions of all 13 atoms, in Å:
C -1.128 1.937 1.113
O 0.078 2.559 0.663
H 0.737 1.886 0.868
H -1.348 2.442 2.051
H -1.886 2.137 0.338
H -1.008 0.830 1.098
C 0.069 -1.754 -1.170
C 1.413 -1.613 -0.383
O 1.597 -0.620 0.356
O 2.266 -2.451 -0.756
H -0.546 -2.552 -0.782
H 0.338 -1.930 -2.233
H -0.583 -0.870 -1.164

Forces on atoms 1 to 2 (eV/Å):
C 0.3 0.1 -1.3
O 0.1 -0.5 0.1

Frontier orbital gap, hartree: 0.287
Net charge: -1
Strongest force on any atom, Eh/bohr: 0.030

---

[5]
DFT (the ωB97M-V functional and the def2-TZVPD basis) results for C13H10AuN4OS7 as an isolated structure.

Positions of all 36 atoms, in Å:
Au -1.151 1.259 0.857
N -3.488 3.008 -2.408
C -2.483 2.646 -1.580
S -2.615 3.178 0.053
N -1.446 2.049 -2.096
N -0.466 1.660 -1.304
C 0.691 1.285 -1.727
C 1.834 1.149 -0.891
C 3.004 0.570 -1.401
C 4.152 0.490 -0.650
C 4.165 1.005 0.652
C 3.037 1.559 1.192
C 1.824 1.653 0.456
O 0.812 2.223 0.983
H -4.332 3.357 -1.991
H -3.504 2.637 -3.341
H 0.834 1.121 -2.796
H 2.990 0.184 -2.413
H 5.040 0.023 -1.050
H 5.076 0.953 1.236
H 3.028 1.954 2.197
C 1.498 -3.494 -0.424
S -0.106 -3.226 -1.249
C -1.135 -3.088 0.163
C -1.005 -2.161 1.144
S 0.148 -0.890 1.163
S -2.067 -2.393 2.535
C -2.979 -3.725 1.899
S -4.252 -4.415 2.654
S -2.397 -4.284 0.354
H 2.202 -3.791 -1.193
H 1.375 -4.285 0.309
H 1.809 -2.571 0.054
S -3.206 0.402 1.835
C -3.363 1.585 2.975
N -3.520 2.375 3.798

Forces on atoms 1 to 2 (eV/Å):
Au -1.4 -0.6 0.4
N -0.4 0.3 -0.1

Frontier orbital gap, hartree: 0.181
Net charge: -1
Strongest force on any atom, Eh/bohr: 0.059

---

Among the records above, which one has the highest frontier orbital gap?
C34H33N3O7S2